[1]
DFT (the ωB97M-V functional and the def2-TZVPD basis) results for C42H54KN4O2Si as an isolated structure in a non-equilibrium geometry.

```
104
Properties=species:S:1:pos:R:3:lowdin_charge:R:1
K -0.9095 -0.1772 0.1832 0.728
C 2.0186 0.3021 1.0290 -0.294
Si 2.2697 -0.0829 2.7404 0.514
C 0.7951 0.5259 3.7947 -0.247
N -0.4668 0.1149 3.1824 -0.243
C -0.8973 -1.2563 3.4895 -0.183
C -2.2328 -1.2912 4.2430 -0.175
C -2.2615 -0.1718 5.2854 -0.195
C -2.2380 1.2056 4.5924 -0.168
C -1.5551 1.0718 3.2206 -0.221
C 3.7798 0.5801 3.7400 -0.238
C 5.0780 0.2168 3.3554 -0.110
C 6.2037 0.6851 4.0203 -0.111
C 6.0638 1.5503 5.1034 -0.125
C 4.7918 1.9319 5.5060 -0.113
C 3.6707 1.4494 4.8310 -0.107
C 2.4494 -1.9645 2.9914 -0.239
C 2.9114 -2.5239 4.1886 -0.103
C 2.9720 -3.9020 4.3758 -0.109
C 2.5775 -4.7602 3.3548 -0.119
C 2.1284 -4.2294 2.1502 -0.100
C 2.0653 -2.8496 1.9772 -0.100
H 2.7458 -0.1334 0.3251 -0.059
H 1.8468 1.3690 0.8112 -0.058
H 0.8380 1.6261 3.7765 0.084
H 0.8626 0.2345 4.8609 0.082
H -0.1244 -1.7285 4.1014 0.109
H -0.9696 -1.8574 2.5737 0.105
H -2.3541 -2.2713 4.7131 0.107
H -3.0580 -1.1693 3.5338 0.100
H -1.3812 -0.2737 5.9311 0.100
H -3.1364 -0.2623 5.9347 0.096
H -1.7201 1.9355 5.2204 0.095
H -3.2574 1.5772 4.4452 0.103
H -1.1768 2.0376 2.8759 0.117
H -2.2958 0.7365 2.4900 0.077
H 5.2079 -0.4557 2.5070 0.102
H 7.1933 0.3782 3.6959 0.090
H 6.9392 1.9214 5.6249 0.087
H 4.6676 2.6049 6.3492 0.090
H 2.6878 1.7634 5.1749 0.082
H 3.2362 -1.8677 4.9935 0.099
H 3.3286 -4.3069 5.3178 0.090
H 2.6205 -5.8356 3.4970 0.088
H 1.8179 -4.8915 1.3472 0.092
H 1.7000 -2.4306 1.0425 0.083
C -3.3944 -0.0397 -5.4629 -0.038
C -3.0557 -1.3958 -4.8947 -0.222
C -3.8614 -2.4987 -5.1717 -0.063
C -3.5601 -3.7494 -4.6598 -0.092
C -2.4414 -3.9120 -3.8540 -0.044
C -1.6135 -2.8395 -3.5476 -0.198
C -0.4162 -3.0030 -2.6517 -0.023
C -1.9330 -1.5854 -4.0826 -0.213
N -1.1827 -0.4689 -3.6405 0.162
C -0.3560 0.1187 -4.3760 -0.253
C 0.0144 -0.3107 -5.7730 -0.012
C 0.3535 1.3334 -3.7856 -0.254
C 1.1610 2.1920 -4.7265 -0.019
N 0.2066 1.5434 -2.5562 0.178
C 0.8407 2.6497 -1.9330 -0.211
C 0.0092 3.6495 -1.4134 -0.206
C -1.4811 3.5567 -1.5971 -0.043
C 0.5930 4.7056 -0.7288 -0.053
C 1.9686 4.7574 -0.5406 -0.087
C 2.7679 3.7468 -1.0444 -0.051
C 2.2227 2.6771 -1.7529 -0.230
C 3.1134 1.5775 -2.2725 -0.042
H -4.4603 0.0269 -5.6804 0.076
H -2.8547 0.1510 -6.3984 0.076
H -3.1380 0.7643 -4.7714 0.065
H -4.7432 -2.3628 -5.7907 0.105
H -4.2028 -4.5957 -4.8763 0.096
H -2.2073 -4.8857 -3.4369 0.109
H -0.2907 -4.0531 -2.3822 0.081
H -0.5412 -2.4438 -1.7294 0.053
H 0.5071 -2.6597 -3.1278 0.081
H -0.4898 -1.2351 -6.0385 0.083
H 1.0928 -0.4602 -5.8535 0.087
H -0.2561 0.4598 -6.4997 0.082
H 0.5542 2.4978 -5.5811 0.084
H 2.0161 1.6354 -5.1193 0.083
H 1.5283 3.0806 -4.2200 0.083
H -1.7601 3.6041 -2.6556 0.080
H -1.9844 4.3723 -1.0771 0.078
H -1.8678 2.6068 -1.2176 0.048
H -0.0436 5.4857 -0.3214 0.105
H 2.4119 5.5730 0.0195 0.097
H 3.8377 3.7582 -0.8642 0.112
H 3.9751 1.4585 -1.6170 0.081
H 3.4774 1.8010 -3.2824 0.071
H 2.5929 0.6193 -2.2951 0.078
N -3.3817 0.9356 -1.7853 0.023
C -4.6912 0.3775 -1.4021 -0.267
C -4.5276 -1.0793 -0.9976 -0.117
C -3.4034 -1.1995 0.0371 -0.753
O -3.4930 -0.4795 1.0608 -0.082
O -2.4211 -1.9374 -0.2590 -0.188
H -3.4863 1.8079 -2.2811 0.052
H -2.8871 0.2984 -2.4095 0.037
H -5.4342 0.4478 -2.2033 0.095
H -5.0638 0.9389 -0.5457 0.104
H -4.2888 -1.6973 -1.8688 0.101
H -5.4629 -1.4417 -0.5614 0.113
```

Calculated values
Frontier orbital gap (eV): 5.18
E_HOMO (eV): -3.18
Net charge: -1
Relative energy (zero: lowest compared OMol25 entry of this formula, charge and spin) (eV): 0.4513

---

[2]
DFT (the ωB97M-V functional and the def2-TZVPD basis) results for C17H34CrO2P2 as an isolated structure in a non-equilibrium geometry.

```
56
Properties=species:S:1:pos:R:3:nbo_charge:R:1
P -1.3800 4.5860 -2.7195 1.531
P -4.6692 2.7489 -1.4341 1.439
C -3.1125 4.3829 -3.1990 -0.786
C -4.1546 4.3847 -2.0741 -0.743
H -3.2289 3.4797 -3.8367 0.318
H -3.3364 5.2366 -3.8575 0.236
H -3.8616 5.0366 -1.2299 0.222
H -5.0894 4.8183 -2.4812 0.236
C -6.1702 2.3794 -2.4156 -0.967
H -6.6239 1.4462 -2.0476 0.248
H -5.9433 2.2644 -3.4897 0.278
H -6.8730 3.2081 -2.2757 0.218
C -5.2349 3.0043 0.2301 -0.990
H -6.2837 3.3075 0.1769 0.241
H -4.6554 3.8068 0.6913 0.242
H -5.1624 2.0689 0.7820 0.255
C -0.6690 5.0808 -4.3268 -0.959
H 0.4333 5.1135 -4.3076 0.252
H -1.0452 6.0999 -4.5167 0.224
H -0.9920 4.4237 -5.1483 0.277
C -1.0836 6.0002 -1.6987 -1.008
H -1.7843 6.0592 -0.8674 0.247
H -1.2045 6.8967 -2.3160 0.257
H -0.0613 6.0091 -1.3156 0.265
Cr -0.3688 2.2362 1.9367 1.193
C -3.7322 1.2435 -1.8828 -0.512
C -3.7036 0.6882 -3.2306 -0.528
C -2.5588 0.5326 -4.1004 -0.401
C -1.0835 0.6635 -3.5363 -0.426
C -0.8450 2.0819 -3.5705 -0.575
C -0.7893 2.9121 -2.4049 -0.512
C -1.3829 2.4238 -0.9981 -0.424
C -2.3927 1.2694 -0.9767 -0.421
C 1.6623 1.8178 1.3753 -1.059
H -4.3796 0.5147 -1.3218 0.222
H -4.6731 0.2391 -3.5522 0.182
H -2.6070 1.2738 -4.9309 0.157
H -2.6454 -0.4335 -4.6189 0.177
H -0.9188 0.1860 -2.5660 0.199
H -0.4540 0.1252 -4.2615 0.196
H -0.4721 2.5138 -4.5060 0.181
H 0.3024 3.1255 -2.2299 0.160
H -1.8322 3.2959 -0.4959 0.156
H -0.5049 2.1356 -0.3694 0.227
H -1.9380 0.2710 -1.0830 0.262
H -2.7815 1.2311 0.0594 0.178
H 2.4119 1.7378 2.1751 0.200
H 1.9395 2.6166 0.6619 0.183
H 1.8177 0.8829 0.8193 0.238
C -0.0546 -1.9698 2.0282 -0.721
C -0.3035 -0.5113 1.6800 0.787
O -0.1247 -0.1553 0.4754 -0.711
O -0.5813 0.3267 2.6480 -0.827
H -0.6480 -2.6565 1.3953 0.234
H -0.3188 -2.1882 3.0568 0.216
H 1.0182 -2.1936 1.9325 0.236
```

Calculated values
Frontier orbital gap (spin up / spin down) (eV): 3.13 / 3.02
E_HOMO (spin up / spin down) (eV): -4.17 / -4.14
⟨S²⟩: 6.099
Multiplicity: 5

---

[3]
DFT (the ωB97M-V functional and the def2-TZVPD basis) results for C17H16N2O5Rh as an isolated structure in a non-equilibrium geometry.

```
41
Properties=species:S:1:pos:R:3:lowdin_charge:R:1
Rh 0.0206 0.0210 -0.1751 0.870
O -0.0067 3.0839 0.2058 0.251
C -0.0095 1.9222 0.1110 -0.124
C 0.0159 -1.9299 0.0772 -0.081
O 0.0017 -3.0959 0.2211 0.242
C 1.9266 -0.0017 -0.0277 -0.111
O 3.0901 0.0049 -0.0158 0.254
C -1.9301 0.0049 -0.0592 -0.054
O -3.1025 -0.0089 0.0000 0.253
C 0.0028 0.6908 -2.1930 -0.139
H -0.9320 1.2445 -2.3778 0.116
H 0.9274 1.2485 -2.3786 0.111
C 0.0044 -0.6878 -2.2075 -0.123
H 0.9326 -1.2459 -2.3784 0.112
H -0.9286 -1.2487 -2.3772 0.115
C 0.5591 0.3707 6.3765 0.071
N 0.5139 0.4432 4.9247 0.065
N -0.3749 -0.2612 4.0963 0.119
C 0.0410 0.0436 2.8303 -0.330
O -0.6245 -0.4931 1.8606 -0.161
C 1.1485 0.9359 2.8732 0.117
C 1.3970 1.1412 4.1680 -0.263
C 2.4609 1.9783 4.6845 0.018
C -1.4898 -1.0523 4.4976 -0.089
C -2.2719 -0.6989 5.5927 0.021
C -3.3722 -1.4747 5.9676 0.044
C -3.7119 -2.6111 5.2332 0.060
C -2.9471 -2.9570 4.1194 0.023
C -1.8517 -2.1836 3.7467 0.051
H 1.5685 0.0786 6.6711 0.133
H -0.1177 -0.3572 6.8053 0.099
H 0.3526 1.3731 6.7808 0.143
H 1.6546 1.3423 2.0098 0.113
H 2.0555 2.7949 5.2930 0.118
H 3.1637 1.3904 5.2867 0.116
H 3.0322 2.4306 3.8552 0.120
H -2.0645 0.2035 6.1790 0.135
H -3.9776 -1.1861 6.8365 0.155
H -4.5738 -3.2178 5.5279 0.159
H -3.2177 -3.8493 3.5372 0.150
H -1.2703 -2.4899 2.8681 0.125
```

Calculated values
Frontier orbital gap (spin up / spin down) (eV): 4.62 / 5.86
E_HOMO (spin up / spin down) (eV): -14.81 / -19.56
Net charge: +3
Relative energy (zero: lowest compared OMol25 entry of this formula, charge and spin) (eV): 1.7365
⟨S²⟩: 6.027
Multiplicity: 5

---

[4]
DFT (the ωB97M-V functional and the def2-TZVPD basis) results for C4H6N2OS as an isolated structure in a non-equilibrium geometry.

```
14
Properties=species:S:1:pos:R:3:nbo_charge:R:1
C -1.9823 -1.0252 0.3165 -0.128
C -0.8398 -1.0224 -0.4355 -0.126
C -1.4986 1.0568 0.0032 0.131
C 2.0626 0.8109 0.0310 -0.202
N -2.3412 0.2998 0.5817 -0.444
N -0.5135 0.2632 -0.6420 -0.065
O 0.6335 0.7365 -1.1757 -0.427
S 2.7719 -0.7971 0.1836 0.054
H -2.6389 -1.8540 0.7312 0.220
H -0.2815 -1.7364 -0.9771 0.224
H -1.4575 2.0772 -0.0803 0.192
H 2.5921 1.4771 -0.5622 0.224
H 1.5895 1.0203 0.8523 0.189
H 1.9038 -1.3066 1.1735 0.156
```

Calculated values
Frontier orbital gap (eV): 8.72
E_HOMO (eV): -8.46
Relative energy (zero: lowest compared OMol25 entry of this formula, charge and spin) (eV): 5.2021

---

[5]
DFT (the ωB97M-V functional and the def2-TZVPD basis) results for C41H53BN10O2Ti as an isolated structure in a non-equilibrium geometry.

```
108
Properties=species:S:1:pos:R:3:lowdin_charge:R:1
Ti 0.1595 1.4545 -0.7821 0.922
C -4.1025 -2.3873 0.9004 -0.042
C -2.6664 -2.6508 0.5756 -0.355
C -1.9037 -3.7715 0.9785 -0.001
C -0.6737 -3.5746 0.3899 -0.279
C 0.5056 -4.4853 0.4130 -0.044
N -0.7413 -2.4063 -0.3081 0.031
N -1.9690 -1.8548 -0.2196 0.147
B 0.3703 -2.1520 -1.3160 -0.520
N 1.7256 -1.5400 -0.8295 0.043
N 1.8673 -0.2399 -0.5246 0.036
C 3.1716 -0.0397 -0.2783 -0.356
C 3.8751 1.2071 0.1362 -0.028
C 3.8551 -1.2462 -0.4870 -0.018
C 2.9230 -2.1999 -0.8406 -0.275
C 3.0537 -3.6339 -1.1743 -0.048
N -0.0108 -1.3147 -2.5440 0.051
N 0.0137 0.0290 -2.5554 0.041
C -0.1704 0.3924 -3.8350 -0.341
C -0.1959 1.7607 -4.4377 -0.038
C -0.3186 -0.7576 -4.6106 -0.010
C -0.2212 -1.8537 -3.7754 -0.252
C -0.3058 -3.3154 -4.0244 -0.032
H -4.2336 -1.6965 1.7266 0.052
H -4.6193 -1.9674 0.0371 0.063
H -4.5799 -3.3274 1.1809 0.062
H -2.1961 -4.5724 1.6335 0.096
H 0.2956 -5.2888 1.1132 0.081
H 1.4197 -3.9697 0.7255 0.068
H 0.6987 -4.9246 -0.5710 0.069
H 0.6804 -3.2422 -1.6726 0.091
H 3.2288 1.9782 0.5563 0.051
H 4.3845 1.6433 -0.7297 0.073
H 4.6211 0.9345 0.8809 0.075
H 4.9227 -1.3949 -0.4411 0.099
H 4.0972 -3.9168 -1.0396 0.078
H 2.7815 -3.8117 -2.2171 0.078
H 2.4398 -4.2973 -0.5785 0.025
H -0.3978 2.5100 -3.6706 0.058
H -0.9310 1.8049 -5.2323 0.077
H 0.7937 1.9891 -4.8400 0.065
H -0.4900 -0.7784 -5.6761 0.098
H -0.5738 -3.4704 -5.0695 0.072
H -1.0539 -3.7862 -3.3886 0.088
H 0.6375 -3.8195 -3.8269 0.067
O 1.7614 5.1961 -1.6294 -0.027
C 1.6016 3.9687 -1.5060 -0.496
N 1.0263 3.3368 -0.4850 -0.056
C 0.4386 4.1853 0.5316 -0.156
C 0.5790 3.6516 1.9444 -0.253
C -0.1528 4.1894 2.9913 -0.041
C 0.0018 3.6877 4.2746 -0.094
C 0.9117 2.6629 4.4641 -0.080
C 1.6301 2.2064 3.3744 -0.138
N 1.4852 2.6864 2.1392 0.121
C 2.2056 3.0090 -2.5087 -0.191
C 2.9686 3.4439 -3.5729 -0.015
C 3.6083 2.5200 -4.3835 -0.069
C 3.4486 1.1752 -4.0762 -0.052
C 2.6329 0.8306 -3.0254 -0.108
N 2.0150 1.7237 -2.2183 0.064
H -0.6168 4.2967 0.2747 0.092
H 0.8988 5.1773 0.5124 0.118
H -0.8473 4.9958 2.7906 0.104
H -0.5830 4.0774 5.0961 0.091
H 1.0472 2.2025 5.4321 0.093
H 2.3321 1.3893 3.4792 0.091
H 3.0651 4.5067 -3.7262 0.109
H 4.2112 2.8296 -5.2210 0.095
H 3.9311 0.4122 -4.6617 0.099
H 2.4723 -0.1666 -2.6893 0.101
C -0.8773 -4.4197 5.2085 -0.119
C -0.8852 -3.1159 4.4616 -0.344
C -1.9417 -2.1987 4.4169 -0.085
C -1.9409 -1.0176 3.7107 -0.257
C -3.0977 -0.0759 3.8669 -0.105
C -0.7871 -0.6303 2.8903 -0.165
C -0.9328 0.3622 1.9485 -0.220
O -0.0904 0.7140 0.9392 -0.311
C 0.3775 -1.4653 3.1072 -0.215
C 1.7859 -1.1156 2.6880 -0.068
C 0.2785 -2.6414 3.8307 -0.081
H -1.8655 -4.6353 5.6229 0.053
H -0.1504 -4.4174 6.0326 0.051
H -0.5937 -5.2560 4.5555 0.050
H -2.8499 -2.4427 4.9752 0.092
H -3.8981 -0.5553 4.4352 0.057
H -3.5075 0.2716 2.9116 0.045
H -2.7763 0.8296 4.4009 0.069
H -1.8883 0.8770 1.9082 0.065
H 2.1775 -1.7358 1.8802 0.055
H 2.4584 -1.1953 3.5457 0.068
H 1.8231 -0.0957 2.2818 0.037
H 1.1949 -3.2288 3.9216 0.103
C -3.0970 2.4574 -2.9214 -0.072
C -2.7118 2.5169 -1.4253 -0.701
C -2.9634 3.9532 -0.9332 -0.074
C -3.6987 1.5989 -0.6632 -0.059
N -1.3708 2.0829 -1.2189 -0.102
H -4.1801 2.5075 -3.0466 0.066
H -2.7330 1.5223 -3.3438 0.066
H -2.6471 3.2972 -3.4572 0.069
H -3.9222 4.3259 -1.3032 0.068
H -2.1741 4.6180 -1.2877 0.070
H -2.9853 3.9734 0.1573 0.071
H -4.7301 1.9440 -0.7915 0.067
H -3.4487 1.5961 0.3962 0.062
H -3.5907 0.5843 -1.0541 0.072
```

Calculated values
Frontier orbital gap (spin up / spin down) (eV): 2.77 / 2.77
E_HOMO (spin up / spin down) (eV): 1.40 / 1.40
Net charge: -2
Relative energy (zero: lowest compared OMol25 entry of this formula, charge and spin) (eV): 0.9063

---

[6]
DFT (the ωB97M-V functional and the def2-TZVPD basis) results for one molecule with the formula C3H3NO2.

```
9
Properties=species:S:1:pos:R:3:nbo_charge:R:1
O -0.9094 1.5920 1.1784 -0.669
C -0.1924 0.8397 0.3109 0.310
C -0.6993 -0.4276 -0.1291 0.201
O 0.1170 -1.4612 -0.2738 -0.456
C 1.2989 -1.3474 -0.8699 0.201
N 0.7838 1.0813 -0.4251 -0.362
H -0.5434 2.4908 1.1358 0.493
H -1.7033 -0.5775 -0.5188 0.200
H 1.8780 -2.1787 -0.3957 0.081
```

Calculated values
Frontier orbital gap (spin up / spin down) (eV): 8.04 / 8.02
E_HOMO (spin up / spin down) (eV): -8.89 / -8.88
Relative energy (zero: lowest compared OMol25 entry of this formula, charge and spin) (eV): 7.4888

---

One value per record, in order, for calculated total energy: -2891.8637 -2545.4332 -1252.3226 -738.8135 -3166.6622 -321.1024 a.u..